No. 1
Below is C25H25N7O6ReS3 as an isolated structure, with properties calculated with ωB97M-V/def2-TZVPD.

Properties
2S+1   2
HOMO-LUMO gap (alpha / beta)   0.234 / 0.226 hartree
<S²>   0.76
Energy above the lowest of the compared OMol25 structures with the same formula, charge and spin   0.0 kJ/mol
Charge   0
HOMO energy (alpha / beta)   -7.890 / -7.749 eV

Each line ends with the Löwdin spin population.
Cartesian coordinates (Å):
Re 0.96064 0.25784 0.92532  0.804
O 6.28295 -0.84977 1.75561  0.000
C 5.64385 -1.35584 2.81963  0.000
C 6.41383 -2.04344 3.75894  0.000
C 5.82440 -2.58846 4.87833  0.001
C 4.45124 -2.46767 5.09898  0.000
C 3.68260 -1.79353 4.17950  0.001
C 4.25794 -1.23067 3.03139  0.000
C 3.40279 -0.52892 2.08652  0.004
O 2.10954 -0.46949 2.34674  0.056
N 3.90326 0.04425 1.01853  0.000
N 2.88064 0.61151 0.30204  -0.002
C 3.12236 1.37237 -0.70819  0.004
C 1.93962 1.96063 -1.27503  -0.003
C 1.93280 2.88693 -2.31120  0.001
C 0.73743 3.46142 -2.68991  -0.004
C -0.42916 3.10742 -2.01772  0.003
C -0.37020 2.17543 -1.00628  0.007
N 0.78834 1.59006 -0.66005  0.017
H 5.63362 -0.39035 1.18454  0.000
H 7.47650 -2.13031 3.57812  0.000
H 6.43983 -3.11666 5.59547  0.000
H 3.99696 -2.89574 5.98127  0.000
H 2.61758 -1.68042 4.32661  0.000
H 4.12618 1.56293 -1.06166  0.000
H 2.86583 3.15017 -2.78916  0.000
H 0.71143 4.18682 -3.49166  0.000
H -1.38759 3.53440 -2.27561  0.000
H -1.26067 1.84124 -0.48652  0.002
C -4.12531 -0.96226 -4.81676  0.000
C -2.82601 -1.20780 -4.10539  0.000
C -2.51982 -2.45541 -3.57510  0.000
C -1.34875 -2.66075 -2.86161  0.000
C -0.47398 -1.60037 -2.68383  0.000
C -0.73685 -0.35624 -3.24330  0.000
C -1.90980 -0.16805 -3.94700  0.000
S 0.93205 -1.79164 -1.64611  -0.001
O 1.94582 -0.86510 -2.06195  0.000
O 1.21965 -3.19037 -1.52692  -0.001
N 0.39118 -1.26617 -0.15535  -0.015
C -0.69084 -2.09578 0.39236  -0.001
C -1.34499 -1.35499 1.53387  0.007
O -2.33860 -1.77859 2.08781  0.019
O -0.76708 -0.22144 1.84931  0.046
H -4.71507 -1.87412 -4.89300  0.000
H -3.95483 -0.57826 -5.82378  0.000
H -4.71242 -0.22082 -4.27171  0.000
H -3.21556 -3.27515 -3.70335  0.000
H -1.11218 -3.62833 -2.43971  0.000
H -0.02531 0.44901 -3.12420  0.000
H -2.13270 0.80598 -4.36649  0.000
H -0.30843 -3.05625 0.74203  -0.001
H -1.47297 -2.28118 -0.34603  -0.001
S 0.09526 4.29308 3.36442  0.035
C 0.51452 2.97086 2.56291  0.016
N 0.83728 2.00801 1.96914  0.007
C -5.82801 2.65834 1.52940  0.000
N -5.07376 2.06641 0.44670  0.000
C -4.24068 1.01671 0.57130  0.000
N -4.10779 0.48653 1.78396  0.000
S -3.41445 0.42638 -0.78839  0.000
H -6.40971 3.48724 1.13579  0.000
H -5.16896 3.05118 2.30788  0.000
H -6.52138 1.94084 1.97613  0.000
H -5.16686 2.42292 -0.48726  0.000
H -4.56946 0.88231 2.58401  0.000
H -3.45774 -0.27888 1.93565  0.000

---

No. 2
Below is C5H11NO as an isolated structure in a non-equilibrium geometry, with properties calculated with ωB97M-V/def2-TZVPD.

Properties
2S+1   1
HOMO-LUMO gap (alpha / beta)   0.279 / 0.260 hartree
Energy above the lowest of the compared OMol25 structures with the same formula, charge and spin   475.0 kJ/mol
Charge   0
HOMO energy (alpha / beta)   -7.779 / -7.472 eV

Each line ends with the natural charge from an NBO analysis.
Cartesian coordinates (Å):
C 0.82301 0.96039 -0.41076  0.229
C -2.21058 -0.46106 -0.18162  -0.411
C 0.70233 -0.97973 1.07379  -0.664
C 1.68655 0.34438 -1.43315  -0.703
C -0.06305 0.29258 0.54962  0.278
O -0.45383 1.07474 1.69341  -0.733
N -0.92993 0.09631 -0.53649  -0.598
H -1.06405 1.75732 1.38274  0.471
H 1.00297 2.01660 -0.22736  0.196
H -2.67226 -0.03972 0.72430  0.170
H -2.16154 -1.55432 -0.03694  0.184
H -2.90051 -0.29300 -1.01363  0.198
H 2.74449 0.37057 -1.15040  0.249
H 0.90256 -1.70710 0.28903  0.212
H 1.63603 -0.69865 1.56002  0.207
H -0.00881 -1.43964 1.76279  0.222
H 1.37462 -0.67018 -1.68708  0.249
H 1.59201 0.93050 -2.35827  0.244

---

No. 3
Below is a 3-piece molecular cluster, C27H54ClF2N4O6 overall in a non-equilibrium geometry, with properties calculated with ωB97M-V/def2-TZVPD.

Properties
2S+1   1
HOMO-LUMO gap   0.230 hartree
Charge   +1
HOMO energy   -10.604 eV

Each line ends with the Mulliken charge.
Cartesian coordinates (Å):
C -4.05140 0.15365 -3.33433  -1.314
C -3.79182 0.18096 -1.79350  0.445
C -4.18528 -1.19978 -1.17206  -0.894
N -3.07197 -1.99867 -0.65462  -0.606
N -2.50969 -2.86196 -1.61486  1.013
N -3.31876 -3.80606 -2.06978  -1.406
C -2.70745 -4.56838 -2.94122  0.645
N -3.51356 -5.59322 -3.51789  -0.439
C -1.34702 -4.50918 -3.38280  0.024
C -0.82996 -5.52782 -4.38627  -1.523
C -0.14525 -6.71147 -3.65211  -0.336
F -1.15964 -7.43398 -3.00491  -0.321
C -0.53466 -3.50092 -2.82132  0.799
C 0.94218 -3.33579 -3.15642  0.828
F 1.57416 -4.51393 -3.50951  -0.392
C 1.22129 -2.22509 -4.23352  -0.767
C 0.00596 -1.31717 -4.57246  -0.968
C -1.24087 -2.66737 -1.90482  1.022
C -0.48192 -1.53500 -1.21010  -0.477
C -0.03647 -1.91028 0.23614  -0.636
C 0.93406 -3.10908 0.30486  -0.380
Cl 2.65517 -2.55895 0.15072  -0.184
H -3.17811 -0.31303 -3.82521  0.168
H -4.21933 1.16803 -3.73242  0.399
H -4.94995 -0.43796 -3.58582  0.359
H -4.50754 0.92557 -1.39603  0.243
H -2.79246 0.54545 -1.52043  -0.086
H -4.82502 -0.97511 -0.29834  0.351
H -4.85089 -1.70550 -1.89224  0.449
H -3.31182 -2.52924 0.17841  0.347
H -3.90240 -5.25721 -4.39941  0.286
H -4.27108 -5.79674 -2.86981  0.317
H -0.11337 -5.01992 -5.05108  0.419
H -1.63843 -5.94202 -5.00289  0.474
H 0.36822 -7.39566 -4.34457  0.344
H 0.52922 -6.37240 -2.85344  0.271
H 1.43545 -2.99207 -2.22863  -0.616
H 1.64094 -2.70937 -5.13063  0.425
H 2.00339 -1.56475 -3.81817  0.346
H -0.87817 -1.86288 -4.93628  0.194
H -0.21944 -0.62170 -3.74873  0.217
H 0.32790 -0.67073 -5.41125  0.526
H 0.43796 -1.30117 -1.77382  0.401
H -1.04890 -0.59829 -1.15617  -0.248
H -0.91085 -2.08647 0.88200  0.434
H 0.50793 -1.03680 0.63602  0.177
H 0.73737 -3.88586 -0.45067  0.230
H 0.87777 -3.60176 1.28767  0.391
C -0.63065 2.37409 3.15099  -0.499
O -0.57372 3.57509 2.40277  -0.315
C 0.09922 3.44820 1.16381  0.006
C -0.68455 4.06063 0.01537  -0.544
O -1.89850 3.40464 -0.33256  -0.399
C -2.99061 3.46067 0.58245  0.014
C -3.58717 4.83740 0.81613  -0.682
O -2.70435 5.67358 1.54378  -0.257
C -2.61219 6.99558 1.04870  -0.827
H 0.30253 2.22456 3.70224  0.079
H -1.45257 2.46236 3.86244  0.291
H -0.82989 1.50715 2.50896  0.254
H 0.32240 2.39879 0.93724  0.057
H 1.04931 3.98812 1.25396  0.248
H -0.05396 3.98388 -0.87563  0.449
H -0.84966 5.12662 0.16940  0.159
H -2.72888 2.97530 1.52392  0.069
H -3.76988 2.84131 0.13093  0.210
H -4.50078 4.72951 1.41326  0.399
H -3.85137 5.28451 -0.14818  0.369
H -2.65568 7.02675 -0.04449  0.395
H -1.64777 7.40184 1.35563  0.240
H -3.40647 7.61606 1.47285  0.289
C 4.52313 -0.99834 2.54821  -0.730
O 4.81274 0.38031 2.64502  -0.350
C 3.80546 1.21681 2.10069  0.113
C 3.42354 2.34553 3.04430  0.086
O 2.75931 1.95360 4.23796  -0.305
C 3.49801 1.22910 5.21810  -0.360
C 4.63427 1.98804 5.88006  -0.585
O 5.70776 2.21725 4.98060  -0.302
C 6.25108 3.52124 5.04315  -0.810
H 4.78678 -1.37049 1.55392  0.238
H 5.12512 -1.52075 3.29244  0.308
H 3.46916 -1.20603 2.75932  0.332
H 2.90926 0.64332 1.83643  -0.225
H 4.21284 1.65766 1.18208  0.425
H 2.70579 2.97663 2.51272  -0.034
H 4.27601 2.98840 3.26330  0.059
H 3.83881 0.27480 4.81536  0.082
H 2.77343 0.98584 5.99816  0.426
H 5.02548 1.38546 6.70826  0.406
H 4.25021 2.92993 6.28551  0.358
H 5.47930 4.27797 5.21520  0.385
H 6.71975 3.73575 4.08175  0.232
H 7.01243 3.57839 5.82622  0.297

---

Number 1: E -83685.1236 eV. Number 2: E -8896.7746 eV. Number 3: E -65066.0649 eV.